Record 1
Density functional theory data (ωB97M-V with the def2-TZVPD basis set) for a structure of composition C42H46N5O6Pt.

Output
* maximum force: 0.4 eV/A
* total energy: -67281.4493 eV
* net charge: -1
* energy above the lowest of the compared OMol25 structures with the same formula, charge and spin: 1.481 eV
* spin multiplicity: 1
* frontier orbital gap: 6.97 eV

The geometry in XYZ format:
```
100
Properties=species:S:1:pos:R:3:forces:R:3
Pt -0.496 0.648 0.515 0.0480 -0.0696 0.2743
O -0.685 0.946 2.585 -0.2348 -0.0865 -0.1451
N -1.098 0.247 3.578 0.1813 0.0801 0.0902
N -1.646 -0.888 3.376 0.0474 0.1684 -0.1511
O -1.907 -1.444 2.250 0.1588 0.0616 -0.1053
C -2.058 -1.570 4.576 0.0348 0.0078 0.0481
C -1.616 -1.174 5.834 -0.0395 0.0064 0.0177
C -2.054 -1.866 6.951 0.0135 0.0072 -0.0076
C -2.915 -2.949 6.823 -0.0138 -0.0131 0.0020
C -3.333 -3.342 5.561 0.0019 -0.0012 0.0153
C -2.904 -2.659 4.432 0.0215 -0.0221 -0.0247
H -0.940 -0.338 5.919 -0.0022 -0.0004 0.0098
H -1.709 -1.562 7.932 0.0004 0.0037 -0.0011
H -3.248 -3.487 7.701 -0.0006 0.0005 0.0009
H -3.994 -4.193 5.449 0.0009 0.0007 -0.0039
H -3.189 -2.955 3.433 -0.0127 0.0280 0.0081
C 3.608 -0.484 -4.110 0.0167 0.0129 0.0109
C 3.565 -1.170 -2.751 -0.0228 -0.0198 -0.0242
C 4.647 -2.222 -2.611 0.0036 -0.0208 0.0039
O 3.731 -0.233 -1.713 -0.0349 0.0781 -0.0243
C 2.433 0.188 -1.281 0.0985 -0.0327 -0.0490
C 1.538 -1.003 -1.603 0.0702 -0.0276 -0.0090
O 2.296 -1.780 -2.537 -0.0119 -0.0404 0.0378
C 0.136 -0.555 -2.131 0.1677 0.0266 -0.0805
O -0.244 0.614 -1.472 -0.1558 0.0371 0.1612
C -0.918 -1.663 -1.943 -0.0998 -0.0488 -0.1171
C -1.981 -1.771 -2.842 0.0285 -0.0097 0.0226
C -2.967 -2.734 -2.686 -0.0474 0.0463 0.0196
C -2.924 -3.607 -1.609 0.0016 -0.0043 0.0096
C -1.901 -3.483 -0.682 0.0087 -0.0089 0.0111
C -0.912 -2.522 -0.846 -0.0254 0.1168 0.0832
C 0.269 -0.209 -3.621 0.0294 0.0717 0.0481
C 0.442 -1.190 -4.597 -0.0354 -0.0050 0.0068
C 0.587 -0.849 -5.932 -0.0095 0.0111 -0.0041
C 0.572 0.486 -6.319 -0.0027 -0.0176 -0.0020
C 0.399 1.469 -5.358 0.0034 0.0058 0.0150
C 0.243 1.122 -4.019 0.0154 0.0133 -0.0123
C 2.464 0.577 0.240 0.0278 -0.1331 -0.0125
O 1.376 0.046 0.929 -0.1201 -0.0329 -0.0768
C 3.691 -0.069 0.920 -0.0293 -0.0144 0.0860
C 4.723 0.658 1.497 0.0452 -0.0063 -0.0758
C 5.772 0.019 2.155 -0.0009 0.0090 -0.0100
C 5.805 -1.360 2.248 -0.0021 -0.0111 -0.0029
C 4.771 -2.100 1.682 0.0263 0.0105 -0.0045
C 3.731 -1.460 1.034 -0.0525 0.0078 0.0187
C 2.583 2.103 0.339 -0.0475 -0.0330 0.0643
C 3.332 2.825 -0.586 -0.0205 0.0213 -0.0309
C 3.476 4.202 -0.470 -0.0032 -0.0161 0.0052
C 2.876 4.877 0.584 -0.0020 0.0030 0.0051
C 2.146 4.159 1.522 -0.0170 0.0073 0.0126
C 2.005 2.783 1.405 0.0209 -0.0045 -0.0188
H 4.595 -0.046 -4.267 0.0041 -0.0071 0.0112
H 2.856 0.302 -4.166 0.0165 0.0112 -0.0056
H 3.404 -1.205 -4.902 0.0125 0.0038 -0.0006
H 5.628 -1.748 -2.653 0.0008 -0.0024 -0.0136
H 4.568 -2.954 -3.416 -0.0087 -0.0030 0.0070
H 4.538 -2.724 -1.651 0.0066 0.0136 0.0076
H 2.118 1.052 -1.870 -0.0873 -0.0174 0.0114
H 1.408 -1.596 -0.705 -0.0640 0.0051 0.0327
H -2.038 -1.091 -3.681 -0.0063 -0.0072 0.0000
H -3.778 -2.791 -3.404 0.0132 -0.0116 -0.0103
H -3.690 -4.365 -1.486 -0.0013 0.0074 0.0115
H -1.875 -4.127 0.189 0.0110 0.0265 0.0085
H -0.170 -2.411 -0.067 0.0135 -0.0360 -0.0013
H 0.463 -2.232 -4.305 0.0012 -0.0006 0.0066
H 0.720 -1.628 -6.673 0.0001 0.0019 0.0002
H 0.693 0.754 -7.363 0.0006 -0.0005 0.0012
H 0.383 2.513 -5.646 0.0007 -0.0009 -0.0007
H 0.099 1.876 -3.258 -0.0055 -0.0036 0.0003
H 4.722 1.738 1.438 0.0022 0.0008 0.0074
H 6.562 0.614 2.599 0.0002 -0.0009 0.0004
H 6.620 -1.858 2.759 -0.0016 0.0023 0.0024
H 4.775 -3.181 1.752 -0.0024 0.0032 -0.0017
H 2.922 -2.048 0.622 -0.0213 0.0116 0.0072
H 3.820 2.304 -1.403 0.0029 0.0219 0.0138
H 4.060 4.746 -1.203 -0.0039 -0.0025 0.0000
H 2.981 5.951 0.676 0.0020 -0.0051 0.0031
H 1.682 4.673 2.357 0.0020 0.0020 -0.0020
H 1.447 2.221 2.140 -0.0982 -0.0771 0.0275
C -5.043 0.423 2.003 -0.0207 -0.0067 0.0065
N -4.259 0.618 0.799 0.0885 0.0765 -0.0549
C -3.883 -0.607 0.111 0.0660 -0.1082 -0.0866
C -3.485 1.730 0.650 -0.0918 -0.2221 0.3387
N -2.267 1.679 0.233 0.2950 0.1660 -0.2756
N -4.093 2.931 0.999 0.0396 0.0016 -0.1014
C -3.247 4.093 1.178 -0.0096 -0.0192 0.0004
C -5.412 3.230 0.474 0.0101 -0.0082 0.0319
H -4.481 -0.176 2.727 -0.0058 -0.0311 0.0028
H -5.967 -0.107 1.759 0.0016 0.0053 0.0005
H -5.294 1.378 2.457 0.0114 0.0025 0.0131
H -4.791 -1.100 -0.244 -0.0226 0.0115 -0.0039
H -3.325 -1.276 0.765 -0.0324 0.0411 0.0016
H -3.247 -0.363 -0.735 -0.0244 -0.0118 -0.0732
H -1.925 2.586 -0.063 -0.1124 0.0094 -0.0337
H -2.339 3.811 1.708 -0.0063 -0.0001 0.0156
H -3.787 4.830 1.774 0.0013 -0.0006 0.0019
H -2.970 4.568 0.226 -0.0016 0.0035 -0.0012
H -5.945 2.308 0.264 -0.0011 -0.0075 -0.0016
H -5.346 3.813 -0.454 -0.0025 -0.0006 -0.0023
H -5.984 3.811 1.201 -0.0002 0.0000 0.0021
```
Forces are in eV/Å.

Record 2
Density functional theory data (ωB97M-V with the def2-TZVPD basis set) for a cluster of 4 separate species, C33H69IN5O17P3 in total in a non-equilibrium geometry.

Output
* maximum force: 6.4 eV/A
* total energy: -113567.8101 eV
* spin multiplicity: 1
* frontier orbital gap: 7.85 eV

The geometry in XYZ format:
```
128
Properties=species:S:1:pos:R:3:forces:R:3
C -4.444 -4.706 1.007 0.3776 0.3427 0.0544
C -4.984 -3.376 0.451 0.0218 -0.9604 0.1516
I -6.620 -2.801 1.745 0.1474 -0.0905 -0.0225
C -3.920 -2.277 0.377 -0.9557 0.0836 0.4899
O -3.486 -1.985 -0.967 0.1711 -0.6429 0.4412
C -2.145 -1.832 -1.077 0.3328 0.3090 -0.1366
O -1.689 -0.779 -1.390 0.2562 0.6088 -0.4680
C -1.178 -2.950 -0.765 -0.3312 -0.7787 0.4140
C -0.572 -2.897 0.504 -0.1498 -0.0250 -0.4880
C 0.308 -3.868 0.862 0.0735 0.4936 0.5690
N 0.635 -4.891 0.041 -0.3962 0.5256 0.3981
C 1.591 -5.893 0.562 0.0846 -0.2689 -0.0802
C 2.921 -6.033 -0.272 0.6692 -0.7155 0.4843
N 3.216 -4.918 -1.128 0.2015 -0.3344 -0.1343
N 4.001 -6.105 0.746 -0.6368 0.2812 0.3094
N 2.980 -7.282 -1.029 0.2253 0.4485 -0.3225
C 0.081 -4.953 -1.176 -0.2910 -0.5393 -0.8013
C 0.475 -6.112 -2.106 0.6039 -0.7018 -1.0155
O 0.238 -7.270 -1.770 -0.3953 0.2415 0.9124
O 1.064 -5.714 -3.133 -0.0630 0.4948 0.2223
C -0.848 -3.985 -1.634 -0.1491 0.1308 0.2531
C -1.421 -4.054 -3.039 0.0263 0.4551 0.2641
C -2.587 -5.024 -3.264 -0.3175 -0.3833 -0.4628
O -2.239 -6.362 -2.979 0.2313 0.0704 0.5002
C -3.865 -4.677 -2.495 -0.1396 -0.2033 -0.8014
N -4.716 -3.837 -3.342 0.0207 -0.0648 0.1738
H -4.373 -4.655 2.094 -0.0659 -0.1198 -0.0110
H -3.425 -4.888 0.648 -0.1011 -0.0318 -0.2094
H -5.067 -5.548 0.715 -0.0516 0.0173 0.1033
H -5.448 -3.595 -0.506 0.0082 0.4790 -0.0999
H -4.356 -1.361 0.776 0.2864 0.1450 -0.1080
H -3.096 -2.582 1.025 0.1138 0.1236 -0.1435
H -0.795 -2.085 1.182 0.1015 -0.0438 0.0748
H 0.765 -3.823 1.840 0.1971 -0.2480 -0.1033
H 1.046 -6.831 0.664 0.1214 -0.0690 -0.3804
H 1.860 -5.595 1.573 -0.1142 0.3810 -0.1089
H 2.837 -4.046 -0.797 0.1409 0.1209 -0.1149
H 2.995 -5.096 -2.098 -0.4158 0.2406 0.0522
H 3.671 -6.616 1.561 0.1091 -0.1170 -0.0258
H 4.702 -6.695 0.314 0.1590 0.1055 0.0620
H 2.272 -7.930 -0.718 -0.0786 -0.0161 -0.1364
H 2.818 -7.121 -2.017 -0.2233 -0.1081 0.0134
H -0.606 -4.252 -3.733 -0.0153 -0.2389 0.0618
H -1.783 -3.047 -3.282 -0.0674 -0.0510 -0.0009
H -2.851 -4.960 -4.327 0.0662 0.1614 0.0196
H -2.246 -6.902 -3.772 0.1538 0.0543 -0.0679
H -4.384 -5.627 -2.354 0.0771 0.0312 0.3100
H -3.622 -4.241 -1.529 -0.0041 -0.0250 0.0254
H -5.312 -3.215 -2.816 0.0723 0.1370 -0.0494
H -4.180 -3.306 -4.014 -0.0306 0.2254 0.1206
O 7.212 1.505 -1.470 0.3900 -2.3597 -1.9993
P 6.476 0.479 -0.691 -1.8564 3.1277 5.2348
O 4.936 1.034 -0.604 0.4483 -0.5641 -0.3816
C 4.203 1.231 -1.810 -0.1969 0.1318 -0.2073
C 3.825 -0.078 -2.478 0.1648 -0.0309 -0.0029
O 6.976 0.774 0.830 0.0109 -0.4734 -0.2893
C 8.005 1.733 1.087 -0.0052 0.1974 0.0492
C 7.444 3.134 1.202 -0.1700 0.2277 0.2014
O 6.142 -1.059 -0.257 1.3526 0.1256 -2.3927
C 6.311 -2.183 -1.132 -0.2065 -0.6844 -0.2360
C 7.477 -2.073 -2.097 0.0750 0.1988 0.1189
H 4.776 1.862 -2.495 0.0349 -0.0082 0.0392
H 3.300 1.777 -1.536 0.0642 0.0178 0.1265
H 4.716 -0.582 -2.865 -0.0531 -0.0190 -0.0322
H 3.154 0.095 -3.321 0.0088 0.0389 0.0090
H 3.334 -0.745 -1.769 -0.0150 0.0101 0.0060
H 8.789 1.662 0.334 -0.1341 0.0725 -0.1641
H 8.463 1.444 2.035 -0.1349 -0.1148 0.0123
H 6.716 3.362 0.424 0.1533 -0.1476 -0.1970
H 8.242 3.877 1.146 0.0084 -0.0206 0.0505
H 6.925 3.259 2.154 0.0564 0.0138 0.0269
H 5.377 -2.362 -1.670 -0.0120 0.1458 -0.0128
H 6.457 -3.057 -0.497 -0.0675 0.1421 0.1662
H 7.514 -1.093 -2.587 -0.0525 -0.0944 -0.0477
H 7.385 -2.833 -2.873 0.0039 -0.0208 0.0213
H 8.424 -2.223 -1.578 0.0200 0.0705 -0.0216
O 4.594 5.127 3.992 0.6221 3.0530 -0.3927
P 3.194 5.573 3.782 -3.3546 -5.4267 0.3698
O 2.422 5.233 5.185 0.2973 0.6672 -0.4396
C 2.872 5.850 6.387 0.0915 0.0374 0.3205
C 2.557 7.334 6.428 0.0720 0.0118 -0.1540
O 2.599 4.403 2.821 0.0288 0.5351 -0.0197
C 3.463 3.386 2.301 0.0202 -0.2370 -0.0226
C 3.630 2.230 3.267 -0.0516 -0.1966 0.1464
O 2.062 6.597 3.191 2.4690 1.1688 0.1156
C 2.301 7.993 2.975 -0.1910 0.6262 -0.0127
C 3.717 8.334 2.547 0.0156 -0.1741 -0.0549
H 3.945 5.681 6.514 -0.0088 -0.0245 -0.0515
H 2.360 5.345 7.205 -0.0448 -0.0939 -0.1038
H 3.158 7.873 5.688 -0.0100 0.0351 0.0536
H 2.789 7.755 7.407 0.0209 -0.0380 0.0042
H 1.504 7.510 6.210 -0.0069 -0.0097 0.0169
H 4.416 3.818 2.006 0.0724 0.0008 0.1897
H 2.994 3.022 1.385 -0.1269 0.1192 0.0319
H 3.795 2.564 4.291 0.1524 0.1847 -0.0754
H 4.474 1.604 2.968 -0.0350 -0.0064 -0.0544
H 2.732 1.610 3.285 -0.0013 0.0055 -0.0619
H 2.024 8.553 3.872 0.0671 -0.1435 0.1012
H 1.605 8.313 2.199 -0.0542 -0.1997 0.0029
H 4.466 7.822 3.162 -0.0410 0.1040 0.0260
H 3.883 9.407 2.642 -0.0090 0.0031 -0.0259
H 3.886 8.050 1.509 0.0561 -0.0501 0.0252
O -7.644 2.885 -2.922 2.8359 -1.3074 -0.1804
P -7.335 2.918 -1.471 -5.1095 2.7643 2.5700
O -8.461 1.959 -0.772 0.7885 0.0261 -0.2314
C -8.512 0.588 -1.151 -0.1157 -0.2956 -0.0930
C -7.318 -0.186 -0.626 0.1218 0.2293 -0.2623
O -7.879 4.389 -1.036 0.4678 -0.2830 0.0447
C -8.348 5.310 -2.025 -0.1711 0.1144 -0.0448
C -9.809 5.090 -2.363 -0.2395 -0.0111 0.0820
O -6.304 2.953 -0.200 1.2271 -0.8835 -2.2909
C -4.991 2.379 -0.236 0.5158 -0.2836 0.2739
C -4.298 2.459 -1.583 -0.0930 0.1118 -0.0403
H -8.581 0.501 -2.239 0.0033 0.0642 0.0066
H -9.431 0.179 -0.730 -0.0277 0.1486 0.0485
H -6.404 0.142 -1.135 0.0029 -0.0737 0.0147
H -7.431 -1.254 -0.808 -0.0677 0.0119 -0.0297
H -7.194 -0.023 0.443 -0.0255 -0.0005 0.0087
H -7.711 5.270 -2.907 -0.0842 -0.1827 -0.0660
H -8.221 6.306 -1.597 0.0492 -0.0835 0.1432
H -10.051 4.036 -2.494 0.2135 -0.0417 -0.1340
H -10.073 5.618 -3.281 0.0041 0.0260 0.0255
H -10.451 5.456 -1.559 0.0352 0.0481 0.0025
H -5.037 1.344 0.112 -0.1652 -0.0110 -0.0855
H -4.397 2.915 0.506 -0.1753 0.1084 0.0246
H -4.959 2.157 -2.403 0.0642 -0.0740 0.0581
H -3.431 1.798 -1.593 0.0049 0.0076 0.0123
H -3.959 3.476 -1.784 -0.0548 0.0059 -0.0579
```
Forces are in eV/Å.